(1)
Density functional theory data (wB97M-V/def2-TZVPD) for a cluster of 2 separate species, C4H13N2 in total in a non-equilibrium geometry.

```
! wB97M-V def2-TZVPD RIJCOSX def2/J DEFGRID3
* xyz 1 1
C 1.1361 0.2094 1.0840
C -1.0673 -2.0018 0.4308
C 0.1471 1.0254 -2.1630
C -0.3423 0.3257 0.8397
N 0.9943 2.0295 -2.0977
N -1.0650 -0.8610 1.3692
H 1.5939 -0.5614 0.4613
H 1.6135 1.1550 0.8556
H 1.3749 -0.0294 2.1312
H -1.5318 -1.6921 -0.5021
H -0.0451 -2.3106 0.2322
H -1.6177 -2.8433 0.8478
H 0.5121 0.0202 -2.2560
H -0.9092 1.2206 -2.1659
H -0.7805 1.2324 1.2430
H 0.6653 2.9813 -2.0263
H 1.9909 1.8709 -2.1073
H -2.0328 -0.5950 1.5664
H -0.6365 -1.1759 2.2571
*
```

Summary:
energy above the lowest of the compared OMol25 structures with the same formula, charge and spin = 3.9776 eV
HOMO (alpha / beta) = -0.37751 / -0.39665 hartree
LUMO energy (alpha / beta) = -4.2540 / -3.8361 eV
E = -269.354513 Eh
frontier orbital gap (alpha / beta) = 0.2212 / 0.2557 Eh

(2)
Density functional theory data (wB97M-V/def2-TZVPD) for an isolated molecule of C4H9NO in a non-equilibrium geometry.

```
! wB97M-V def2-TZVPD RIJCOSX def2/J DEFGRID3
* xyz 0 1
C -0.3549 -1.6229 0.6661
C 0.0166 -0.1563 0.3314
N 1.2520 0.3542 1.0504
C -1.0378 0.9338 0.1381
C -0.3194 0.5072 -1.0198
O 0.5879 1.4199 -1.6053
H -0.7728 -2.1333 -0.3915
H -0.9700 -1.3942 1.6871
H 0.7771 -2.1173 0.9352
H 2.0274 -0.2198 0.5567
H 1.3453 1.3185 0.7434
H -0.7259 1.8226 0.5808
H -2.1054 0.6484 0.1593
H -0.9362 -0.2143 -1.6368
H 1.2161 0.8535 -2.1950
*
```

Summary:
energy above the lowest of the compared OMol25 structures with the same formula, charge and spin = 3.7711 eV
structure (SMILES) = C[C@]1(N)C[C@H]1O
HOMO = -0.31688 hartree
LUMO energy = 0.6317 eV
E = -287.693867 Eh
frontier orbital gap = 0.3401 Eh

(3)
Density functional theory data (wB97M-V/def2-TZVPD) for a cluster of 2 separate species, C5H12O in total.

```
! wB97M-V def2-TZVPD RIJCOSX def2/J DEFGRID3
* xyz 0 1
C -0.8244 1.2676 -1.5857
C -0.1947 0.2692 -0.9724
C 0.7700 0.4416 0.1663
C 2.1962 0.0886 -0.2352
O 3.0133 0.2536 0.9074
H -0.6803 2.3019 -1.2774
H -1.5083 1.0933 -2.4123
H -0.3702 -0.7552 -1.3077
H 0.7550 1.4762 0.5282
H 0.4853 -0.2019 1.0096
H 2.5145 0.7475 -1.0588
H 2.2337 -0.9487 -0.6086
H 3.9271 0.0879 0.6488
C -2.4641 -1.2228 1.2399
H -2.2886 -0.2909 0.6966
H -2.8561 -1.0026 2.2360
H -1.5219 -1.7715 1.3325
H -3.1865 -1.8340 0.6929
*
```

Summary:
energy above the lowest of the compared OMol25 structures with the same formula, charge and spin = 1.1957 eV
structure (SMILES) = C=CCCO.C
HOMO = -0.35950 hartree
LUMO energy = 0.9591 eV
E = -272.904719 Eh
frontier orbital gap = 0.3947 Eh

(4)
Density functional theory data (wB97M-V/def2-TZVPD) for a cluster of 2 separate species, C2H8S3 in total in a non-equilibrium geometry.

```
! wB97M-V def2-TZVPD RIJCOSX def2/J DEFGRID3
* xyz 0 1
C 0.9931 -0.1163 0.3210
C 0.2825 -1.3582 0.7172
S 0.7744 -2.8895 -0.1365
H 0.3025 0.4499 -0.3843
H 1.3882 0.6330 1.1870
H 1.8009 -0.2934 -0.3577
H -0.6923 -1.1500 0.3805
H 0.2008 -1.5670 1.8112
H -0.1606 -3.6540 0.5326
S -2.2830 2.1713 -0.9561
S -0.8149 3.6786 -1.1655
H -1.8322 1.0998 -1.5929
H 0.0406 2.9957 -0.3565
*
```

Summary:
energy above the lowest of the compared OMol25 structures with the same formula, charge and spin = 1.0306 eV
structure (SMILES) = CCS.SS
HOMO = -0.33371 hartree
LUMO energy = 0.0313 eV
E = -1275.508965 Eh
frontier orbital gap = 0.3349 Eh

(5)
Density functional theory data (wB97M-V/def2-TZVPD) for an isolated molecule of C3H2N2O3 in a non-equilibrium geometry.

```
! wB97M-V def2-TZVPD RIJCOSX def2/J DEFGRID3
* xyz 0 1
O 2.5018 0.9233 0.3402
N 1.8506 -0.1509 -0.0793
O 2.4575 -1.1971 -0.1918
C 0.3790 -0.1099 -0.0947
C -0.4273 1.0414 -0.0723
N -1.6970 0.7206 -0.1212
C -1.8125 -0.6673 0.1434
O -0.5160 -1.2275 0.1604
H -0.0359 2.1432 -0.4124
H -2.7001 -1.4757 0.3277
*
```

Summary:
energy above the lowest of the compared OMol25 structures with the same formula, charge and spin = 7.0179 eV
structure (SMILES) = O=[N+]([O-])c1cnco1
HOMO = -0.37674 hartree
LUMO energy = -1.4270 eV
E = -450.545371 Eh
frontier orbital gap = 0.3243 Eh

(6)
Density functional theory data (wB97M-V/def2-TZVPD) for the ion C5H10N with charge +1 in a non-equilibrium geometry.

```
! wB97M-V def2-TZVPD RIJCOSX def2/J DEFGRID3
* xyz 1 1
C -2.4096 -0.3752 -0.6674
C -1.1663 0.0089 0.0650
C -0.7262 0.5086 1.2410
C 0.4850 0.0657 0.5235
C 1.4532 -0.9750 0.8972
N 1.3065 1.1087 -0.2680
H -3.1966 0.3591 -0.4907
H -2.7765 -1.3545 -0.3298
H -2.3371 -0.4862 -1.7388
H -0.9131 0.7108 2.3422
H 1.8803 -1.4108 0.0721
H 1.0427 -1.8674 1.5693
H 2.1760 -0.4032 1.5076
H 1.1171 2.0423 0.2173
H 1.0811 1.2445 -1.3259
H 2.3072 0.7192 -0.0586
*
```

Summary:
energy above the lowest of the compared OMol25 structures with the same formula, charge and spin = 3.0891 eV
structure (SMILES) = CC1=C[C@]1(C)[NH3+]
HOMO = -0.51496 hartree
LUMO energy = -3.5430 eV
E = -250.891772 Eh
frontier orbital gap = 0.3848 Eh

(7)
Density functional theory data (wB97M-V/def2-TZVPD) for a structure of composition C31H41N4OPdS2Te in a non-equilibrium geometry.

```
! wB97M-V def2-TZVPD RIJCOSX def2/J DEFGRID3
* xyz 0 2
Pd 0.8166 -2.8198 -1.4260
S 2.3261 -4.8313 -0.9801
C 0.8461 -5.2476 -0.2115
N -0.1082 -4.3643 -0.1100
C -1.2697 -4.8823 0.4521
C -2.4529 -4.1812 0.6607
C -3.5173 -4.8396 1.2485
C -3.4121 -6.1839 1.6256
C -2.2367 -6.8863 1.4195
C -1.1662 -6.2211 0.8294
S 0.4156 -6.8174 0.4125
H -2.5136 -3.1401 0.3623
H -4.4476 -4.3105 1.4155
H -4.2579 -6.6824 2.0826
H -2.1552 -7.9281 1.7081
N 2.5471 -1.5444 -0.4715
C 3.8536 -1.3014 -1.0997
C 3.8030 -0.1392 -2.0905
C 3.4670 -0.4896 -3.5381
C 2.0265 -0.8781 -3.8313
N 1.7325 -2.2744 -3.4601
H 2.1485 -0.6814 -0.1126
H 2.6578 -2.1811 0.3084
H 4.1652 -2.2223 -1.6004
H 4.6030 -1.0836 -0.3390
H 4.7834 0.3418 -2.0864
H 3.0913 0.6106 -1.7226
H 4.1269 -1.3012 -3.8723
H 3.7057 0.3744 -4.1603
H 1.8249 -0.7073 -4.8887
H 1.3496 -0.2331 -3.2661
H 2.4771 -2.9012 -3.7351
H 0.8818 -2.5907 -3.9142
C -2.5422 -0.8889 -2.7153
C -1.3522 -1.6498 -2.2030
O -1.0465 -2.7658 -2.7521
N -0.5934 -1.2468 -1.1886
Te -0.2568 0.9413 -0.7401
C -1.3068 0.9152 1.1056
C -2.1928 1.9730 1.3600
C -2.4399 3.1449 0.4334
C -2.8858 1.9878 2.5758
C -2.7311 0.9971 3.5258
C -3.4980 1.0208 4.8248
C -1.8368 -0.0310 3.2519
C -1.1086 -0.0907 2.0723
C -0.1095 -1.2120 1.9310
C 0.7759 2.8925 -0.1678
C 1.2122 3.2030 1.1206
C 1.2846 2.1939 2.2432
C 1.6097 4.5177 1.3952
C 1.6165 5.5023 0.4228
C 2.0316 6.9185 0.7401
C 1.2411 5.1497 -0.8704
C 0.8288 3.8607 -1.1895
C 0.4578 3.5599 -2.6259
H -3.1626 -1.5470 -3.3196
H -2.2087 -0.0543 -3.3339
H -3.1228 -0.4818 -1.8884
H -2.1448 2.9485 -0.5932
H -1.8774 4.0213 0.7696
H -3.5001 3.4067 0.4355
H -3.5710 2.8083 2.7695
H -4.1606 1.8847 4.8772
H -2.8192 1.0608 5.6792
H -4.1062 0.1198 4.9348
H -1.6909 -0.8144 3.9906
H -0.2235 -1.9273 2.7462
H 0.9155 -0.8277 1.9753
H -0.2257 -1.7421 0.9952
H 1.2375 1.1817 1.8584
H 0.4603 2.3168 2.9536
H 2.2207 2.3101 2.7955
H 1.9366 4.7627 2.4049
H 2.3313 7.0184 1.7836
H 1.2094 7.6143 0.5573
H 2.8696 7.2346 0.1144
H 1.2758 5.9024 -1.6572
H 0.7440 4.3892 -3.2750
H -0.6179 3.3976 -2.7410
H 0.9613 2.6615 -2.9912
*
```

Summary:
energy above the lowest of the compared OMol25 structures with the same formula, charge and spin = 1.7889 eV
⟨S²⟩ = 0.798
HOMO (alpha / beta) = -0.24671 / -0.24316 hartree
LUMO energy (alpha / beta) = -1.3712 / -1.3088 eV
E = -2692.354655 Eh
frontier orbital gap (alpha / beta) = 0.1963 / 0.1951 Eh

(8)
Density functional theory data (wB97M-V/def2-TZVPD) for a structure of composition C14H24N4O3OsS4 in a non-equilibrium geometry.

```
! wB97M-V def2-TZVPD RIJCOSX def2/J DEFGRID3
* xyz 0 5
Os -0.9692 -0.0170 1.3196
N 1.5433 -0.1965 1.1277
C 1.8465 -1.0539 2.2759
C 3.3195 -1.4142 2.4743
C 4.1413 -1.6843 1.2127
C 3.6044 -2.8500 0.3773
N 2.9990 -3.8791 1.2318
C 3.6669 -4.6439 2.0309
N 3.0425 -5.1498 3.0829
N 4.9514 -4.9155 1.8204
C 0.8731 -2.2467 2.2686
O 1.2959 -3.4270 2.4556
O -0.3273 -1.9413 2.0711
H 1.8481 -0.5900 0.2485
H 1.9566 0.7201 1.2320
H 1.5301 -0.4753 3.1392
H 3.3514 -2.2912 3.1229
H 3.8103 -0.6119 3.0281
H 5.1674 -1.8939 1.5253
H 4.1909 -0.8001 0.5721
H 4.3741 -3.2659 -0.2683
H 2.8086 -2.5263 -0.2863
H 2.0982 -3.5700 1.6780
H 2.1968 -4.6616 3.3773
H 3.5751 -5.6155 3.7950
H 5.3324 -4.7213 0.9094
H 5.3683 -5.6845 2.3140
O -2.5408 6.1840 3.8850
C -2.2724 5.0874 3.4524
S -1.4933 3.8080 4.4017
C -1.4119 2.6164 3.1233
C -1.9019 2.9676 1.9387
S -1.9160 1.9051 0.5371
S -2.5816 4.5734 1.7841
S -0.7085 1.0465 3.4662
C -3.6631 -1.7965 0.7703
C -2.8275 -1.7964 -0.5111
C -2.4683 -3.2568 -0.8324
C -3.6946 -1.2362 -1.6486
C -1.5324 -0.9782 -0.3833
H -4.5370 -2.4530 0.6612
H -4.0271 -0.7950 1.0024
H -3.0872 -2.1722 1.6200
H -3.3769 -3.8706 -0.9471
H -1.8574 -3.6849 -0.0296
H -1.8981 -3.3116 -1.7668
H -4.6562 -1.7706 -1.7147
H -3.1776 -1.3400 -2.6111
H -3.9010 -0.1734 -1.4840
H -0.9356 -0.9879 -1.2991
*
```

Summary:
energy above the lowest of the compared OMol25 structures with the same formula, charge and spin = 0.0071 eV
⟨S²⟩ = 6.018
HOMO (alpha / beta) = -0.22176 / -0.26264 hartree
LUMO energy (alpha / beta) = -0.3614 / -0.4812 eV
E = -2675.959665 Eh
frontier orbital gap (alpha / beta) = 0.2085 / 0.2450 Eh